Record 1
C8F11NO4S3SbSe4W as an isolated structure. Source: the OMol25 dataset; level of theory: wB97M-V/def2-TZVPD.

Last column: Löwdin charge in e.
CARTESIAN COORDINATES (ANGSTROEM)
W (0.211306, -1.426736, -0.842045)  0.56
Se (-0.144816, -2.878259, -4.861877)  0.01
Sb (-1.045738, -2.726662, -2.574381)  -0.03
Se (-1.500625, -0.258726, -2.115338)  0.31
Se (0.790442, -3.723117, -1.065381)  0.39
Se (-2.777312, -4.232064, -3.679337)  -0.10
F (-4.040789, 4.455935, 1.713546)  0.12
C (-3.106690, 3.621293, 1.247022)  -0.14
C (-3.167140, 2.272333, 1.554961)  -0.14
F (-4.170058, 1.809377, 2.303919)  0.12
C (-2.173046, 1.435887, 1.092141)  -0.25
F (-2.262889, 0.138725, 1.351506)  0.08
C (-1.068653, 1.902043, 0.366494)  -0.49
S (0.297819, 0.869055, -0.010566)  0.68
C (-1.063375, 3.257370, 0.046262)  -0.24
F (-0.056135, 3.775289, -0.653545)  0.10
C (-2.074275, 4.104156, 0.466220)  -0.15
F (-2.034992, 5.401973, 0.145082)  0.11
F (0.445774, 0.202179, 2.902415)  0.13
C (0.583330, -1.110329, 2.957333)  -0.67
F (1.592360, -1.375522, 3.786880)  0.14
F (-0.537489, -1.626662, 3.461416)  0.14
S (0.910461, -2.016698, 1.347160)  0.45
O (-0.527507, -1.900396, 0.743967)  -0.56
O (1.203427, -3.301757, 1.887295)  -0.29
N (1.755136, -1.351046, 0.340906)  -0.51
S (2.806591, -1.862759, -1.794792)  0.79
O (1.429065, -0.997387, -2.114994)  -0.74
O (3.349407, -2.216586, -3.087752)  -0.41
C (3.866995, -0.322802, -1.330004)  -0.71
F (4.691847, 0.007783, -2.317073)  0.13
F (4.623069, -0.694086, -0.280865)  0.09
F (3.194499, 0.768196, -0.986574)  0.09

Forces on atoms 1 to 2 (eV/Å):
W -4.023 5.829 -4.409
Se 0.055 0.122 0.082

Summary:
molecular weight: 1100.71 g mol⁻¹
spin multiplicity: 3
HOMO-LUMO gap (alpha / beta): 6.04 / 5.77 eV
strongest force on any atom: 8.34 eV Å⁻¹
charge: -1
calculated total energy: -12866.66329 Ha

***

Record 2
C8F24InN4O16S8 as an isolated structure. Source: the OMol25 dataset; level of theory: wB97M-V/def2-TZVPD.

Last column: Löwdin charge in e.
CARTESIAN COORDINATES (ANGSTROEM)
In (-7.876828, -26.195643, 15.022167)  1.39
C (-12.291539, -26.772466, 16.746988)  -0.66
F (-13.505348, -26.560373, 16.274885)  0.17
F (-11.753747, -25.655652, 17.166445)  0.14
F (-12.365009, -27.614894, 17.758759)  0.16
S (-11.278683, -27.398324, 15.211293)  0.70
O (-12.152932, -28.240514, 14.418381)  -0.26
O (-10.929383, -26.167172, 14.510317)  -0.34
N (-9.802060, -28.141344, 15.824072)  -0.31
S (-10.196943, -29.631646, 16.060995)  0.54
O (-11.401043, -29.828047, 16.843274)  -0.27
O (-10.175249, -30.519498, 14.929012)  -0.27
C (-8.681412, -30.158869, 17.149149)  -0.64
F (-8.657883, -31.472012, 17.199524)  0.16
F (-7.559641, -29.700347, 16.612752)  0.11
F (-8.808060, -29.736281, 18.420901)  0.13
C (-3.888683, -24.685991, 12.687619)  -0.65
F (-3.141572, -24.165259, 13.617462)  0.19
F (-3.494760, -24.152274, 11.522846)  0.14
F (-3.818421, -25.984824, 12.645022)  0.16
S (-5.797864, -24.254596, 12.811105)  0.65
O (-6.099225, -23.135449, 11.967003)  -0.25
O (-6.492084, -25.495552, 12.507978)  -0.35
N (-6.109142, -24.017643, 14.439053)  -0.30
S (-5.798833, -22.513042, 14.707862)  0.55
O (-4.597702, -21.943445, 14.147865)  -0.25
O (-6.954355, -21.670092, 14.717099)  -0.25
C (-5.286976, -22.635154, 16.545911)  -0.65
F (-4.039739, -23.101988, 16.590408)  0.13
F (-5.339585, -21.440600, 17.127254)  0.15
F (-6.053014, -23.432634, 17.294299)  0.10
C (-4.564319, -28.242644, 17.700533)  -0.67
F (-4.050093, -29.419632, 17.374135)  0.15
F (-5.820749, -28.354084, 18.057796)  0.16
F (-3.863138, -27.751719, 18.696528)  0.18
S (-4.531973, -27.056037, 16.178424)  0.67
O (-5.295383, -25.937627, 16.642138)  -0.34
O (-3.203109, -26.771695, 15.704292)  -0.24
N (-5.567199, -27.922759, 15.099936)  -0.29
S (-4.773542, -28.882148, 14.129282)  0.57
O (-4.795661, -28.312950, 12.820452)  -0.26
O (-3.493394, -29.387162, 14.611277)  -0.25
C (-5.940785, -30.330378, 14.073061)  -0.67
F (-5.728348, -31.171529, 15.079254)  0.15
F (-7.204326, -29.946846, 13.951402)  0.14
F (-5.567548, -31.054721, 13.006194)  0.13
C (-9.759589, -25.742863, 19.725759)  -0.67
F (-10.932149, -25.175741, 19.570511)  0.15
F (-9.406728, -25.681721, 20.984267)  0.18
F (-9.863142, -27.032605, 19.352808)  0.12
S (-8.370440, -24.953890, 18.668215)  0.69
O (-7.949564, -23.810811, 19.443237)  -0.24
O (-7.425547, -26.051212, 18.497156)  -0.32
N (-9.038666, -24.761337, 17.078148)  -0.30
S (-9.599599, -23.288812, 17.186072)  0.55
O (-10.580440, -23.010021, 18.218582)  -0.26
O (-8.592827, -22.265938, 17.123074)  -0.26
C (-10.615987, -23.091008, 15.581567)  -0.65
F (-10.643254, -21.793622, 15.267646)  0.15
F (-9.894201, -23.672014, 14.614091)  0.08
F (-11.851217, -23.550941, 15.665026)  0.16

Forces on atoms 1 to 2 (eV/Å):
In 1.014 0.616 1.210
C 0.217 -0.795 -0.036

Summary:
molecular weight: 1235.41 g mol⁻¹
spin multiplicity: 1
HOMO-LUMO gap: 4.22 eV
strongest force on any atom: 6.48 eV Å⁻¹
charge: -1
calculated total energy: -7499.91072 Ha

***

Record 3
C8F24N4O16PbS8 as an isolated structure. Source: the OMol25 dataset; level of theory: wB97M-V/def2-TZVPD.

Last column: Löwdin charge in e.
CARTESIAN COORDINATES (ANGSTROEM)
Pb (0.378428, -0.108345, -0.687925)  1.69
C (-1.267719, 0.999836, -4.664309)  -0.73
F (-2.198123, 1.051562, -3.752945)  0.18
F (-1.479071, 0.012537, -5.505744)  0.16
F (-1.277104, 2.193747, -5.268528)  0.13
S (0.409402, 0.725773, -4.060798)  0.55
O (0.373615, -0.523694, -3.361705)  -0.37
O (1.233772, 0.914438, -5.184963)  -0.22
N (0.461035, 1.765704, -2.894816)  -0.37
S (1.142987, 3.160361, -2.828313)  0.58
O (2.180677, 3.132120, -1.837122)  -0.29
O (1.367812, 3.905691, -4.045597)  -0.28
C (-0.191114, 4.073477, -1.875443)  -0.70
F (-0.488918, 3.305928, -0.792837)  0.09
F (0.283915, 5.130189, -1.335539)  0.18
F (-1.235159, 4.340194, -2.648403)  0.15
C (3.180491, 2.584306, 2.253699)  -0.71
F (3.991126, 2.577716, 3.335052)  0.11
F (1.966487, 2.913463, 2.688196)  0.13
F (3.476587, 3.531876, 1.438063)  0.20
S (3.165126, 0.877903, 1.549389)  0.67
O (2.404572, 1.040991, 0.299423)  -0.43
O (4.585181, 0.625300, 1.324628)  -0.27
N (2.424604, 0.085229, 2.696182)  -0.28
S (1.049277, -0.608950, 2.802879)  0.55
O (0.178827, 0.048644, 3.665526)  -0.21
O (0.551498, -1.167058, 1.581300)  -0.39
C (1.641006, -2.042514, 3.822257)  -0.72
F (0.597821, -2.843051, 3.910989)  0.14
F (2.626047, -2.744009, 3.300291)  0.15
F (2.098884, -1.751148, 5.021397)  0.16
C (-3.693268, -0.741270, 0.040415)  -0.67
F (-3.309359, -1.658277, 0.915613)  0.15
F (-3.123464, -1.026491, -1.146575)  0.11
F (-5.032997, -0.819949, -0.121797)  0.12
S (-3.231406, 0.949492, 0.514102)  0.61
O (-1.782415, 0.912487, 0.693456)  -0.41
O (-3.841484, 1.772878, -0.525732)  -0.28
N (-3.873109, 1.138094, 1.951724)  -0.29
S (-5.336909, 1.633041, 2.310385)  0.58
O (-5.931629, 2.632524, 1.457221)  -0.29
O (-6.200756, 0.557916, 2.673724)  -0.29
C (-4.970697, 2.516834, 3.896210)  -0.66
F (-4.014754, 1.915785, 4.632599)  0.12
F (-4.632143, 3.783718, 3.802506)  0.14
F (-6.136106, 2.570704, 4.596498)  0.09
C (0.443843, -4.822214, 0.120591)  -0.62
F (-0.257992, -4.171779, 1.010357)  0.16
F (1.665865, -5.001231, 0.526862)  0.16
F (-0.100766, -6.120124, -0.041824)  0.05
S (0.374297, -3.881863, -1.538800)  0.64
O (-0.242027, -4.732369, -2.456853)  -0.24
O (-0.251486, -2.605688, -1.165961)  -0.41
N (1.947248, -3.793908, -1.836914)  -0.29
S (2.865058, -2.541627, -1.758243)  0.63
O (3.275690, -2.115486, -3.078800)  -0.27
O (2.354493, -1.456780, -0.900470)  -0.45
C (4.524093, -2.941757, -1.066186)  -0.57
F (4.456099, -3.191833, 0.291270)  0.08
F (5.126517, -4.103522, -1.558314)  0.08
F (5.297566, -1.865541, -1.181320)  0.15

Forces on atoms 1 to 2 (eV/Å):
Pb -0.140 0.305 -0.309
C 0.894 0.773 -0.109

Summary:
molecular weight: 1327.79 g mol⁻¹
spin multiplicity: 1
HOMO-LUMO gap: 9.97 eV
strongest force on any atom: 3.76 eV Å⁻¹
charge: -2
calculated total energy: -7502.97737 Ha

***

Record 4
A 2-piece molecular cluster, C8H10 overall. Source: the OMol25 dataset; level of theory: wB97M-V/def2-TZVPD.

Last column: Löwdin charge in e.
CARTESIAN COORDINATES (ANGSTROEM)
C (-1.268663, 1.416471, -0.137455)  -0.06
C (-0.212866, 0.616515, -0.443058)  -0.25
C (-0.219056, -0.733387, -0.523178)  -0.10
C (-1.371063, -1.433001, -0.187547)  -0.07
C (-2.511596, -0.735539, 0.222398)  -0.08
C (-2.330170, 0.641444, 0.374996)  -0.10
C (2.063276, 0.207911, 0.411527)  -0.14
C (3.272535, -0.216948, 0.095999)  -0.05
H (-1.338489, 2.453112, -0.387032)  0.11
H (0.404588, 1.184713, -1.126475)  0.11
H (0.863984, -1.200049, -0.583051)  0.13
H (-1.639065, -2.432326, -0.117110)  0.08
H (-3.439258, -1.249019, 0.506653)  0.11
H (-3.207200, 1.297580, 0.596917)  0.10
H (1.548843, 1.092317, -0.079405)  0.06
H (1.588486, -0.018933, 1.354715)  0.08
H (4.073695, 0.068213, -0.631139)  0.07
H (3.722026, -0.959082, 0.652246)  0.01

Forces on atoms 1 to 2 (eV/Å):
C -1.500 -3.128 1.376
C -0.870 3.264 -3.824

Summary:
molecular weight: 106.17 g mol⁻¹
spin multiplicity: 1
HOMO-LUMO gap: 9.89 eV
strongest force on any atom: 5.10 eV Å⁻¹
calculated total energy: -310.68064 Ha

***

Record 5
C8H10AlO8P as an isolated structure. Source: the OMol25 dataset; level of theory: wB97M-V/def2-TZVPD.

Last column: Löwdin charge in e.
CARTESIAN COORDINATES (ANGSTROEM)
O (-1.180559, 2.417895, -4.803939)  0.31
C (-1.224371, 2.201685, -3.670675)  0.15
Al (-1.067381, 1.370915, -1.793578)  0.26
C (-1.252782, 1.422467, 0.432324)  -0.02
O (-1.452164, 1.519291, 1.570040)  0.22
C (-1.073997, -0.774398, -1.761353)  -0.31
O (-1.361137, -1.920938, -1.576855)  0.08
C (0.954634, 1.070719, -1.434889)  -0.15
O (2.098767, 1.104196, -1.632614)  0.23
C (-3.191105, 1.284705, -1.903228)  0.10
O (-4.332784, 1.145317, -2.044424)  0.28
H (-0.625347, -0.594490, -2.803634)  0.08
C (1.407930, -2.931271, 0.056976)  -0.02
O (1.347048, -1.504745, -0.185444)  -0.24
P (0.427138, -0.358935, 0.385357)  0.68
O (-0.516342, -1.106711, 1.417785)  -0.26
C (-0.348039, -1.003743, 2.878422)  -0.01
O (1.351440, 0.548598, 1.305771)  -0.28
C (1.596583, 1.978595, 1.374045)  -0.05
H (1.417933, -3.429294, -0.916178)  0.11
H (0.574656, -3.313236, 0.660212)  0.10
H (2.351892, -3.153289, 0.566244)  0.11
H (-1.284600, -0.613649, 3.283497)  0.10
H (-0.154562, -2.018415, 3.227166)  0.11
H (0.483805, -0.353805, 3.158815)  0.09
H (1.156766, 2.538646, 0.520398)  0.08
H (1.199565, 2.370311, 2.329178)  0.12
H (2.697002, 2.103585, 1.360569)  0.13

Forces on atoms 1 to 2 (eV/Å):
O -0.233 -0.801 5.338
C 0.412 1.050 -6.176

Summary:
molecular weight: 292.12 g mol⁻¹
spin multiplicity: 1
HOMO-LUMO gap: 5.53 eV
strongest force on any atom: 6.28 eV Å⁻¹
charge: +2
calculated total energy: -1495.78276 Ha

***

Record 6
C8H10AuF6N4O5S3 as an isolated structure. Source: the OMol25 dataset; level of theory: wB97M-V/def2-TZVPD.

Last column: Löwdin charge in e.
CARTESIAN COORDINATES (ANGSTROEM)
Au (8.756577, 8.462831, 7.736852)  0.89
F (4.783093, 10.137673, 2.898195)  0.14
C (5.562501, 10.040388, 3.983411)  -0.59
F (6.137563, 11.270613, 4.203769)  0.07
F (6.574399, 9.197844, 3.603646)  0.10
S (4.726218, 9.558990, 5.546402)  0.56
O (5.825303, 9.638147, 6.473344)  -0.33
O (3.636531, 10.468438, 5.606764)  -0.25
N (4.221918, 8.148620, 5.243102)  -0.29
S (4.299013, 6.813091, 5.943084)  0.57
O (2.995575, 6.145225, 5.884126)  -0.28
O (4.959205, 6.759377, 7.214259)  -0.30
C (5.400880, 5.817916, 4.835842)  -0.65
F (4.738734, 5.561854, 3.697851)  0.12
F (5.650570, 4.625136, 5.375086)  0.12
F (6.592831, 6.401860, 4.537529)  0.11
C (8.039706, 13.360843, 5.618279)  -0.02
N (8.719119, 12.131836, 5.893199)  -0.09
C (9.950848, 11.697390, 5.292294)  -0.03
C (10.205678, 10.387968, 5.993474)  -0.47
O (11.081645, 9.555722, 5.766062)  0.05
N (9.184926, 10.204547, 6.898627)  -0.06
C (8.418882, 11.304092, 6.879545)  -0.41
N (7.421168, 11.559936, 7.765190)  0.20
H (7.060674, 13.120665, 5.167043)  0.09
H (8.724834, 14.020026, 4.938975)  0.14
H (7.842883, 13.899049, 6.540914)  0.09
H (10.788556, 12.432560, 5.361461)  0.16
H (9.865491, 11.447797, 4.227337)  0.15
H (7.018963, 10.703314, 8.118079)  0.07
H (6.621756, 12.065608, 7.366840)  0.12
C (7.792746, 5.260465, 8.096699)  -0.13
H (7.284191, 5.342786, 7.102340)  0.05
H (7.253978, 4.661814, 8.824629)  0.05
H (8.817723, 4.923464, 7.886378)  0.06
S (7.359735, 7.081397, 10.258555)  0.80
C (7.921174, 6.819879, 8.648893)  -0.79

Forces on atoms 1 to 2 (eV/Å):
Au -1.070 -1.903 1.584
F -0.046 0.154 0.943

Summary:
molecular weight: 649.35 g mol⁻¹
spin multiplicity: 4
HOMO-LUMO gap (alpha / beta): 8.53 / 5.06 eV
strongest force on any atom: 4.19 eV Å⁻¹
calculated total energy: -2835.32116 Ha

***

Which energy above the lowest of the compared OMol25 structures with the same formula, charge and spin belongs to each record? In order, 422.5, 0.0, 0.0, 407.0, 133.8, 0.0 kJ/mol.